The following is a DFT calculation (ωB97M-V/def2-TZVPD) of a cluster of 9 separate species, C49H106BN4O11 in total in a non-equilibrium geometry.

Computed properties:
Net charge: +1
Relative energy (zero: lowest compared OMol25 entry of this formula, charge and spin): 0.0 kJ/mol
Gap between HOMO and LUMO: 6.41 eV
F_max: 0.03310 Eh/bohr

Each atom is followed by the atoms it is bonded to, with distances in Å.
Positions of all 171 atoms, in Å:
1 C -7.54 0.83 4.29  C2 1.207, H26 1.083
2 C -7.12 1.36 5.29  C1 1.207, C3 1.516
3 C -6.45 1.92 6.53  C2 1.516, C4 1.572, H27 1.108, H28 1.106
4 C -4.95 2.22 6.17  C3 1.572, C5 1.562, H29 1.108, H30 1.104
5 C -3.93 1.57 7.16  C4 1.562, C6 1.532, H31 1.102, H32 1.111
6 C -3.51 0.15 6.77  C5 1.532, C7 1.401, C14 1.437
7 C -4.12 -0.51 5.69  C6 1.401, N8 1.349, H33 1.099
8 N -3.75 -1.76 5.34  C7 1.349, B9 1.530, C12 1.340
9 B -4.43 -2.42 4.14  N8 1.530, C10 1.589, O11 1.371
10 C -4.56 -1.54 2.83  B9 1.589, H34 1.108, H35 1.109, H36 1.106
11 O -4.84 -3.72 4.25  B9 1.371, H37 0.973
12 C -2.80 -2.46 5.98  N8 1.340, C13 1.391, H38 1.098
13 C -2.12 -1.90 7.06  C12 1.391, C14 1.414, H39 1.095
14 C -2.49 -0.59 7.44  C6 1.437, C13 1.414, C15 1.557
15 C -1.73 0.09 8.62  C14 1.557, O16 1.188, O17 1.378
16 O -2.19 0.18 9.71  C15 1.188
17 O -0.47 0.56 8.29  C15 1.378, C18 1.439
18 C -0.56 1.64 7.34  O17 1.439, C19 1.545, H40 1.113, H41 1.111
19 C 0.81 2.30 7.04  C18 1.545, C20 1.572, H42 1.106, H43 1.111
20 C 0.79 3.12 5.70  C19 1.572, C21 1.558, H44 1.113, H45 1.102
21 C -0.62 3.70 5.35  C20 1.558, N22 1.505, H46 1.113, H47 1.106
22 N -0.54 5.00 4.60  C21 1.505, C23 1.438, H48 1.021
23 C -1.90 5.49 4.60  N22 1.438, N24 1.269, N25 1.451
24 N -2.67 5.31 3.61  C23 1.269, H49 1.023
25 N -2.42 6.16 5.77  C23 1.451, H50 1.021, H51 1.022
26 H -7.59 0.28 3.36  C1 1.083
27 H -7.01 2.84 6.81  C3 1.108
28 H -6.58 1.22 7.37  C3 1.106
29 H -4.83 3.32 6.19  C4 1.108
30 H -4.78 1.92 5.13  C4 1.104
31 H -3.08 2.26 7.27  C5 1.102
32 H -4.44 1.50 8.15  C5 1.111
33 H -4.91 -0.06 5.07  C7 1.099
34 H -3.77 -0.77 2.74  C10 1.108
35 H -5.54 -1.02 2.87  C10 1.109
36 H -4.48 -2.21 1.95  C10 1.106
37 H -5.75 -3.73 3.92  O11 0.973
38 H -2.55 -3.48 5.66  C12 1.098
39 H -1.32 -2.42 7.59  C13 1.095
40 H -0.98 1.30 6.37  C18 1.113
41 H -1.20 2.42 7.80  C18 1.111
42 H 1.16 2.91 7.90  C19 1.106
43 H 1.55 1.49 6.94  C19 1.111
44 H 1.02 2.36 4.92  C20 1.113
45 H 1.61 3.85 5.66  C20 1.102
46 H -1.10 2.98 4.65  C21 1.113
47 H -1.25 3.91 6.23  C21 1.106
48 H -0.40 4.75 3.62  N22 1.021
49 H -3.57 5.73 3.86  N24 1.023
50 H -2.88 5.45 6.33  N25 1.021
51 H -1.65 6.52 6.34  N25 1.022
52 C 5.43 6.18 8.72  C53 1.519, H57 1.092, H58 1.091, H59 1.092
53 C 5.00 4.78 8.31  C52 1.519, O54 1.418, H60 1.091, H61 1.095
54 O 4.08 4.77 7.23  C53 1.418, C55 1.420
55 C 4.53 5.33 6.01  O54 1.420, C56 1.518, H62 1.095, H63 1.092
56 C 5.74 4.64 5.42  C55 1.518, H64 1.091, H65 1.090, H66 1.092
57 H 4.56 6.80 8.95  C52 1.092
58 H 6.07 6.13 9.60  C52 1.091
59 H 5.99 6.68 7.93  C52 1.092
60 H 4.49 4.31 9.15  C53 1.091
61 H 5.87 4.16 8.07  C53 1.095
62 H 4.71 6.41 6.13  C55 1.095
63 H 3.69 5.24 5.31  C55 1.092
64 H 6.62 4.75 6.06  C56 1.091
65 H 5.99 5.05 4.44  C56 1.090
66 H 5.56 3.57 5.31  C56 1.092
67 C -3.38 -4.13 -2.35  C68 1.518, H72 1.092, H73 1.091, H74 1.091
68 C -4.27 -3.01 -1.85  C67 1.518, O69 1.420, H75 1.092, H76 1.095
69 O -3.65 -2.19 -0.87  C68 1.420, C70 1.419
70 C -2.47 -1.51 -1.27  O69 1.419, C71 1.518, H77 1.095, H78 1.092
71 C -2.69 -0.55 -2.43  C70 1.518, H79 1.091, H80 1.091, H81 1.092
72 H -3.02 -4.74 -1.52  C67 1.092
73 H -3.94 -4.77 -3.04  C67 1.091
74 H -2.51 -3.75 -2.89  C67 1.091
75 H -5.15 -3.44 -1.37  C68 1.092
76 H -4.64 -2.39 -2.68  C68 1.095
77 H -1.68 -2.23 -1.51  C70 1.095
78 H -2.13 -0.94 -0.40  C70 1.092
79 H -2.97 -1.07 -3.34  C71 1.091
80 H -1.77 0.01 -2.64  C71 1.091
81 H -3.48 0.16 -2.20  C71 1.092
82 C -0.74 -6.30 -6.65  C83 1.518, H87 1.092, H88 1.091, H89 1.092
83 C -0.20 -5.28 -5.66  C82 1.518, O84 1.421, H90 1.090, H91 1.094
84 O -0.76 -5.40 -4.36  C83 1.421, C85 1.416
85 C -0.53 -6.63 -3.69  O84 1.416, C86 1.519, H92 1.096, H93 1.092
86 C 0.94 -6.94 -3.47  C85 1.519, H94 1.091, H95 1.091, H96 1.092
87 H -1.83 -6.26 -6.68  C82 1.092
88 H -0.35 -6.11 -7.65  C82 1.091
89 H -0.46 -7.32 -6.37  C82 1.092
90 H -0.47 -4.28 -6.01  C83 1.090
91 H 0.89 -5.31 -5.62  C83 1.094
92 H -1.02 -7.45 -4.22  C85 1.096
93 H -1.02 -6.54 -2.72  C85 1.092
94 H 1.47 -7.09 -4.41  C86 1.091
95 H 1.05 -7.85 -2.88  C86 1.091
96 H 1.43 -6.11 -2.95  C86 1.092
97 C 1.88 -1.22 -7.48  C98 1.520, H102 1.092, H103 1.091, H104 1.091
98 C 2.44 -2.19 -6.46  C97 1.520, O99 1.415, H105 1.092, H106 1.096
99 O 2.52 -3.53 -6.92  C98 1.415, C100 1.420
100 C 3.34 -3.76 -8.06  O99 1.420, C101 1.517, H107 1.096, H108 1.091
101 C 4.80 -3.39 -7.84  C100 1.517, H109 1.092, H110 1.091, H111 1.092
102 H 0.90 -1.57 -7.84  C97 1.092
103 H 1.76 -0.23 -7.04  C97 1.091
104 H 2.53 -1.13 -8.35  C97 1.091
105 H 1.79 -2.21 -5.59  C98 1.092
106 H 3.42 -1.86 -6.10  C98 1.096
107 H 2.93 -3.24 -8.93  C100 1.096
108 H 3.28 -4.82 -8.27  C100 1.091
109 H 4.93 -2.31 -7.67  C101 1.092
110 H 5.40 -3.67 -8.71  C101 1.091
111 H 5.20 -3.90 -6.96  C101 1.092
112 C 7.48 1.24 1.23  C113 1.519, H117 1.092, H118 1.091, H119 1.092
113 C 6.65 2.40 1.75  C112 1.519, O114 1.416, H120 1.092, H121 1.096
114 O 7.28 3.16 2.76  C113 1.416, C115 1.418
115 C 8.50 3.79 2.40  O114 1.418, C116 1.519, H122 1.095, H123 1.091
116 C 8.36 4.79 1.27  C115 1.519, H124 1.091, H125 1.091, H126 1.092
117 H 7.80 0.60 2.06  C112 1.092
118 H 6.91 0.65 0.52  C112 1.091
119 H 8.39 1.59 0.73  C112 1.092
120 H 5.73 2.00 2.20  C113 1.092
121 H 6.33 3.05 0.93  C113 1.096
122 H 9.26 3.04 2.17  C115 1.095
123 H 8.84 4.31 3.30  C115 1.091
124 H 8.07 4.30 0.33  C116 1.091
125 H 9.31 5.31 1.10  C116 1.091
126 H 7.59 5.53 1.50  C116 1.092
127 C -5.66 8.36 1.66  C128 1.519, H132 1.092, H133 1.091, H134 1.092
128 C -6.51 8.69 2.88  C127 1.519, O129 1.418, H135 1.091, H136 1.095
129 O -5.93 8.28 4.11  C128 1.418, C130 1.419
130 C -4.68 8.86 4.44  O129 1.419, C131 1.519, H137 1.096, H138 1.091
131 C -4.72 10.37 4.56  C130 1.519, H139 1.091, H140 1.091, H141 1.092
132 H -5.42 7.30 1.64  C127 1.092
133 H -6.19 8.62 0.75  C127 1.091
134 H -4.72 8.91 1.67  C127 1.092
135 H -7.46 8.16 2.80  C128 1.091
136 H -6.75 9.76 2.91  C128 1.095
137 H -3.92 8.54 3.71  C130 1.096
138 H -4.39 8.43 5.40  C130 1.091
139 H -4.95 10.85 3.61  C131 1.091
140 H -3.75 10.75 4.90  C131 1.091
141 H -5.48 10.67 5.28  C131 1.092
142 C 7.40 -7.61 -8.79  C143 1.519, H147 1.091, H148 1.091, H149 1.092
143 C 6.34 -6.89 -7.99  C142 1.519, O144 1.418, H150 1.091, H151 1.096
144 O 5.07 -6.87 -8.62  C143 1.418, C145 1.417
145 C 4.47 -8.13 -8.88  O144 1.417, C146 1.519, H152 1.095, H153 1.091
146 C 4.21 -8.95 -7.63  C145 1.519, H154 1.091, H155 1.091, H156 1.092
147 H 7.48 -7.19 -9.80  C142 1.091
148 H 8.37 -7.52 -8.30  C142 1.091
149 H 7.18 -8.67 -8.90  C142 1.092
150 H 6.63 -5.85 -7.86  C143 1.091
151 H 6.25 -7.31 -6.98  C143 1.096
152 H 5.07 -8.69 -9.60  C145 1.095
153 H 3.52 -7.92 -9.37  C145 1.091
154 H 5.14 -9.24 -7.13  C146 1.091
155 H 3.67 -9.87 -7.88  C146 1.091
156 H 3.62 -8.38 -6.91  C146 1.092
157 C -3.49 -2.15 -10.69  C158 1.519, H162 1.091, H163 1.091, H164 1.092
158 C -3.37 -3.55 -10.12  C157 1.519, O159 1.417, H165 1.091, H166 1.096
159 O -2.28 -3.72 -9.22  C158 1.417, C160 1.416
160 C -2.30 -2.91 -8.06  O159 1.416, C161 1.519, H167 1.096, H168 1.090
161 C -3.51 -3.14 -7.17  C160 1.519, H169 1.091, H170 1.092, H171 1.092
162 H -2.55 -1.84 -11.15  C157 1.091
163 H -4.28 -2.10 -11.43  C157 1.091
164 H -3.71 -1.41 -9.91  C157 1.092
165 H -3.20 -4.25 -10.94  C158 1.091
166 H -4.31 -3.86 -9.64  C158 1.096
167 H -2.21 -1.85 -8.33  C160 1.096
168 H -1.40 -3.16 -7.50  C160 1.090
169 H -4.44 -2.85 -7.67  C161 1.091
170 H -3.43 -2.56 -6.25  C161 1.092
171 H -3.60 -4.20 -6.91  C161 1.092

Results of the Löwdin charge analysis, in e, for atoms 1 through 5: C 0.0940; C -0.1373; C -0.1687; C -0.1765; C -0.1053